(1)
Below is a cluster of 10 separate species, C59H62O4 in total at a distorted geometry, with properties calculated with wB97M-V/def2-TZVPD.

XYZ file:
```
125
Properties=species:S:1:pos:R:3:lowdin_charge:R:1
O 7.2908 -5.3404 1.6744 0.223
C 7.1345 -4.5007 0.9240 -0.524
C 7.2424 -2.9985 1.0422 -0.016
C 5.8712 -2.6089 0.4194 -0.219
C 4.8658 -2.0877 1.4743 -0.155
O 3.5551 -2.5301 1.3111 -0.171
O 3.4373 -3.7911 1.9144 -0.009
C 5.4877 -3.8453 -0.3810 -0.092
O 6.6794 -4.6687 -0.3630 -0.001
H 7.9524 -2.7196 0.2818 0.125
H 7.4755 -2.5730 1.9988 0.123
H 6.0958 -1.7501 -0.1968 0.120
H 5.2371 -2.3029 2.4653 0.128
H 4.8149 -1.0191 1.3662 0.121
H 2.8097 -4.2303 1.3301 0.108
H 5.1764 -3.6752 -1.3963 0.097
H 4.7499 -4.4741 0.0859 0.117
C 2.7026 -2.4116 -5.5482 -0.091
C 2.7750 -2.0903 -4.2008 -0.091
C 3.9497 -2.3136 -3.4955 -0.101
C 5.0552 -2.8513 -4.1395 -0.094
C 4.9836 -3.1700 -5.4885 -0.090
C 3.8069 -2.9534 -6.1918 -0.091
H 1.7855 -2.2398 -6.0975 0.102
H 1.9157 -1.6650 -3.6970 0.089
H 4.0026 -2.0671 -2.4414 0.076
H 5.9733 -3.0223 -3.5907 0.100
H 5.8457 -3.5881 -5.9918 0.103
H 3.7504 -3.2064 -7.2426 0.102
C -3.3769 -1.6123 -3.3228 -0.099
C -3.2715 -1.2785 -1.9775 -0.110
C -2.0786 -1.4949 -1.3027 -0.091
C -0.9930 -2.0365 -1.9724 -0.094
C -1.0942 -2.3655 -3.3138 -0.098
C -2.2876 -2.1572 -3.9922 -0.089
H -4.3081 -1.4465 -3.8497 0.102
H -4.1191 -0.8510 -1.4570 0.106
H -1.9871 -1.2395 -0.2539 0.090
H -0.0614 -2.2011 -1.4441 0.096
H -0.2398 -2.7887 -3.8275 0.087
H -2.3691 -2.4174 -5.0398 0.101
C 6.1250 2.6353 -1.0080 -0.105
C 5.6840 1.3664 -1.3585 -0.092
C 4.3819 0.9791 -1.0693 -0.096
C 3.5196 1.8634 -0.4360 -0.085
C 3.9608 3.1338 -0.0877 -0.076
C 5.2635 3.5187 -0.3704 -0.104
H 7.1398 2.9376 -1.2334 0.107
H 6.3549 0.6798 -1.8601 0.101
H 4.0377 -0.0118 -1.3406 0.084
H 2.5026 1.5634 -0.2144 0.099
H 3.2862 3.8224 0.4049 0.076
H 5.6087 4.5071 -0.0949 0.099
C 6.4446 6.5691 -5.3525 -0.098
C 6.1549 5.3242 -4.8115 -0.092
C 5.6872 5.2241 -3.5084 -0.089
C 5.5007 6.3714 -2.7501 -0.094
C 5.7873 7.6168 -3.2917 -0.097
C 6.2627 7.7156 -4.5917 -0.099
H 6.8120 6.6463 -6.3679 0.099
H 6.2941 4.4302 -5.4060 0.101
H 5.4662 4.2536 -3.0857 0.083
H 5.1301 6.2945 -1.7357 0.088
H 5.6398 8.5114 -2.7001 0.099
H 6.4903 8.6866 -5.0127 0.099
C 1.1819 0.3196 2.4680 -0.089
C 0.7800 -0.9502 2.0914 -0.084
C -0.5083 -1.3796 2.3776 -0.101
C -1.3982 -0.5312 3.0260 -0.093
C -0.9930 0.7446 3.3993 -0.088
C 0.3004 1.1661 3.1225 -0.095
H 2.1887 0.6544 2.2469 0.095
H 1.4747 -1.5962 1.5724 0.080
H -0.8217 -2.3743 2.0845 0.101
H -2.4072 -0.8624 3.2371 0.101
H -1.6844 1.4086 3.9037 0.100
H 0.6254 2.1572 3.4143 0.070
C -7.0609 -4.9070 0.5192 -0.094
C -7.9223 -5.1510 -0.5412 -0.098
C -7.5428 -4.8217 -1.8349 -0.094
C -6.2976 -4.2550 -2.0691 -0.091
C -5.4348 -4.0134 -1.0096 -0.091
C -5.8176 -4.3362 0.2850 -0.092
H -7.3585 -5.1617 1.5286 0.100
H -8.8904 -5.5998 -0.3591 0.078
H -8.2176 -5.0078 -2.6612 0.100
H -5.9985 -4.0015 -3.0786 0.098
H -4.4635 -3.5735 -1.1938 0.082
H -5.1460 -4.1432 1.1121 0.100
C 1.0642 5.0156 2.1212 -0.095
C -0.2769 5.2150 2.4136 -0.107
C -0.8612 6.4534 2.1878 -0.096
C -0.1038 7.4910 1.6607 -0.091
C 1.2372 7.2902 1.3627 -0.090
C 1.8209 6.0533 1.5966 -0.098
H 1.5206 4.0491 2.2988 0.085
H -0.8665 4.4018 2.8198 0.097
H -1.9065 6.6100 2.4222 0.104
H -0.5598 8.4558 1.4800 0.101
H 1.8266 8.0976 0.9475 0.101
H 2.8679 5.8976 1.3685 0.091
C -13.0683 -5.1000 -1.2270 -0.095
C -11.8558 -5.1234 -0.5524 -0.097
C -11.7934 -5.6042 0.7478 -0.097
C -12.9425 -6.0701 1.3710 -0.096
C -14.1544 -6.0499 0.6954 -0.098
C -14.2183 -5.5616 -0.6022 -0.098
H -13.1172 -4.7219 -2.2401 0.100
H -10.9586 -4.7643 -1.0407 0.086
H -10.8483 -5.6160 1.2766 0.094
H -12.8933 -6.4488 2.3839 0.100
H -15.0505 -6.4146 1.1811 0.100
H -15.1647 -5.5416 -1.1272 0.100
C -1.4258 3.5848 8.3015 -0.097
C -1.9583 4.8621 8.1882 -0.097
C -1.7017 5.6245 7.0568 -0.093
C -0.9199 5.1046 6.0350 -0.091
C -0.3888 3.8276 6.1482 -0.095
C -0.6380 3.0678 7.2822 -0.093
H -1.6237 2.9923 9.1855 0.100
H -2.5734 5.2640 8.9833 0.100
H -2.1115 6.6228 6.9711 0.100
H -0.7179 5.6956 5.1508 0.085
H 0.2222 3.4260 5.3493 0.083
H -0.2190 2.0734 7.3714 0.102
```

SMILES   O=C1C[C@H](COO)CO1.c1ccccc1.c1ccccc1.c1ccccc1.c1ccccc1.c1ccccc1.c1ccccc1.c1ccccc1.c1ccccc1.c1ccccc1
Gap between HOMO and LUMO   9.78 eV
LUMO level   0.40 eV



(2)
Below is a structure of composition C59H77GeN2O4PS2Sb2Sn, with properties calculated with wB97M-V/def2-TZVPD.

XYZ file:
```
149
Properties=species:S:1:pos:R:3:lowdin_charge:R:1
Sn 0.6685 0.3096 0.0374 0.835
C 0.9735 3.6188 2.7272 -0.033
C 0.0727 2.6807 3.4772 -0.222
C 0.2494 2.4406 4.8336 -0.051
C -0.5782 1.5586 5.5138 -0.092
C -1.6180 0.9332 4.8440 -0.061
C -1.8350 1.1542 3.4877 -0.220
C -3.0204 0.5599 2.7782 -0.064
C -0.9581 2.0065 2.8165 -0.247
N -1.0545 2.1288 1.4051 0.129
C -1.7826 3.0368 0.8943 -0.247
C -2.6823 3.9474 1.6915 -0.012
C -1.7451 3.2835 -0.6018 -0.258
C -2.5585 4.4342 -1.1424 -0.012
N -1.0072 2.5421 -1.3086 0.122
C -0.7756 2.7583 -2.6817 -0.217
C 0.3674 3.4754 -3.0518 -0.213
C 1.2991 4.0217 -2.0071 -0.032
C 0.6419 3.6238 -4.4042 -0.061
C -0.1877 3.0717 -5.3677 -0.099
C -1.3022 2.3476 -4.9791 -0.056
C -1.6132 2.1731 -3.6360 -0.210
C -2.8223 1.4016 -3.2052 -0.026
H 1.7726 3.9776 3.3743 0.061
H 0.4191 4.4828 2.3481 0.076
H 1.4242 3.1001 1.8782 0.058
H 1.0697 2.9292 5.3470 0.098
H -0.4084 1.3562 6.5641 0.095
H -2.2756 0.2526 5.3718 0.105
H -3.3617 -0.3427 3.2854 0.079
H -2.8107 0.3074 1.7369 0.024
H -3.8529 1.2712 2.7799 0.081
H -2.6427 3.7077 2.7519 0.084
H -3.7114 3.8396 1.3441 0.084
H -2.3997 4.9926 1.5560 0.081
H -3.6207 4.2710 -0.9528 0.084
H -2.4029 4.5213 -2.2163 0.082
H -2.2795 5.3765 -0.6679 0.081
H 1.8455 3.2058 -1.5274 0.066
H 0.7645 4.5629 -1.2234 0.071
H 2.0267 4.6969 -2.4588 0.072
H 1.5324 4.1670 -4.7011 0.103
H 0.0475 3.1842 -6.4181 0.093
H -1.9432 1.8926 -5.7254 0.105
H -3.1773 0.7582 -4.0102 0.075
H -3.6392 2.0774 -2.9355 0.080
H -2.6103 0.7786 -2.3354 0.068
C -1.0040 -2.5031 3.9268 -0.324
Sb -1.0689 -2.2364 1.7707 1.306
C 0.6136 -3.5543 1.4566 -0.297
C -2.7132 -3.6835 1.5199 -0.290
C -2.3437 -4.9554 0.8437 -0.290
C -1.9286 -6.0400 1.6197 -0.079
C -1.5313 -7.2427 1.0603 -0.116
C -1.5503 -7.3846 -0.3201 -0.114
C -1.9739 -6.3231 -1.1024 -0.076
C -2.3772 -5.1031 -0.5553 -0.281
C -2.8280 -4.0130 -1.4663 -0.303
Sb -1.2914 -2.5318 -1.9767 1.315
C -1.9009 -2.4599 -4.0572 -0.344
C 0.2852 -3.9719 -2.3547 -0.326
H -0.7802 -3.5440 4.1627 -0.001
H -1.9522 -2.2191 4.3840 -0.014
H -0.2127 -1.8685 4.3254 -0.032
H 0.2920 -4.5611 1.1924 -0.008
H 1.1980 -3.5826 2.3766 -0.011
H 1.2450 -3.1548 0.6634 -0.008
H -3.4821 -3.1262 0.9867 0.027
H -3.0513 -3.8841 2.5377 0.052
H -1.9091 -5.9176 2.6979 0.105
H -1.2084 -8.0590 1.6951 0.087
H -1.2360 -8.3117 -0.7841 0.087
H -1.9926 -6.4298 -2.1819 0.106
H -3.6410 -3.4195 -1.0454 0.034
H -3.1484 -4.4347 -2.4207 0.052
H -1.7780 -3.4464 -4.5051 -0.010
H -1.2859 -1.7346 -4.5900 -0.025
H -2.9451 -2.1556 -4.1263 -0.009
H 0.1181 -4.5025 -3.2929 -0.007
H 0.3298 -4.6934 -1.5394 -0.015
H 1.2378 -3.4449 -2.4072 -0.014
C 1.7734 0.3389 1.7588 -0.607
Ge 3.4069 0.0826 2.6698 0.847
C 3.8056 1.6736 3.8109 -0.242
C 4.1917 2.8416 3.1495 -0.128
C 4.4529 4.0152 3.8400 -0.115
C 4.3303 4.0502 5.2238 -0.121
C 3.9597 2.8993 5.9024 -0.118
C 3.7048 1.7260 5.1994 -0.115
C 3.2307 -1.4703 3.8835 -0.254
C 3.8958 -2.6676 3.6200 -0.114
C 3.6710 -3.8010 4.3905 -0.104
C 2.7730 -3.7584 5.4472 -0.113
C 2.0906 -2.5806 5.7171 -0.114
C 2.3147 -1.4545 4.9369 -0.141
C 5.1078 -0.0974 1.7213 -0.276
C 6.2511 -0.4844 2.4227 -0.128
C 7.4931 -0.5013 1.8064 -0.109
C 7.6095 -0.1249 0.4747 -0.106
C 6.4844 0.2636 -0.2343 -0.081
C 5.2427 0.2792 0.3902 -0.096
H 1.0681 0.5225 2.5840 -0.093
H 4.2853 2.8291 2.0682 0.104
H 4.7519 4.9065 3.3000 0.095
H 4.5283 4.9673 5.7669 0.088
H 3.8711 2.9128 6.9832 0.092
H 3.4313 0.8354 5.7518 0.082
H 4.5882 -2.7203 2.7876 0.096
H 4.1884 -4.7239 4.1566 0.095
H 2.5915 -4.6438 6.0447 0.090
H 1.3652 -2.5458 6.5218 0.097
H 1.7350 -0.5571 5.1301 0.086
H 6.1705 -0.7721 3.4667 0.096
H 8.3706 -0.8136 2.3619 0.089
H 8.5757 -0.1544 -0.0155 0.091
H 6.5613 0.5232 -1.2811 0.095
H 4.3664 0.5522 -0.1809 0.057
C 1.4476 -0.6895 -6.7420 -0.050
C 1.9605 -1.3009 -5.4532 -0.517
C 2.0218 -2.8164 -5.5131 -0.062
O 3.2614 -0.7514 -5.2421 -0.339
P 3.9396 -0.6326 -3.7598 -0.196
S 5.0040 -2.2038 -3.3281 0.154
S 2.5331 0.0500 -2.5198 0.148
O 4.9649 0.5804 -4.1027 -0.350
C 4.4349 1.8465 -4.5129 -0.522
C 4.8215 2.0818 -5.9620 -0.051
C 4.9804 2.8994 -3.5667 -0.053
H 0.4270 -1.0232 -6.9379 0.074
H 2.0847 -0.9854 -7.5788 0.078
H 1.4511 0.3968 -6.6662 0.068
H 1.3191 -0.9913 -4.6206 0.075
H 2.6340 -3.1375 -6.3588 0.081
H 1.0148 -3.2243 -5.6219 0.070
H 2.4658 -3.2155 -4.6024 0.041
H 3.3436 1.8237 -4.4200 0.084
H 5.9071 2.1570 -6.0574 0.077
H 4.3724 3.0075 -6.3302 0.073
H 4.4740 1.2499 -6.5729 0.070
H 6.0720 2.9102 -3.6027 0.079
H 4.6661 2.6778 -2.5468 0.069
H 4.6098 3.8899 -3.8431 0.071
C -5.1114 0.6730 0.1094 -0.043
C -4.5302 -0.7446 -0.0942 -0.766
O -5.3613 -1.6612 -0.2318 -0.067
O -3.2762 -0.8533 -0.0786 -0.218
H -5.6977 0.6875 1.0301 0.061
H -5.7858 0.9116 -0.7146 0.060
H -4.3179 1.4197 0.1698 0.040
```

Net charge   -2
Gap between HOMO and LUMO   5.72 eV
Energy relative to the best compared isomer or geometry (same formula, charge and spin)   12.7 kJ/mol
LUMO level   3.67 eV



(3)
Below is an isolated molecule of C5H10, with properties calculated with wB97M-V/def2-TZVPD.

XYZ file:
```
15
Properties=species:S:1:pos:R:3:lowdin_charge:R:1
C 1.2448 0.2603 0.1696 -0.216
C 0.6180 -0.4484 -1.0360 -0.210
C -0.7739 -0.8909 -0.5390 -0.195
C -1.1248 0.0568 0.6403 -0.197
C 0.0629 1.0313 0.7658 -0.212
H 1.6127 -0.4796 0.8938 0.111
H 2.0872 0.9055 -0.1025 0.104
H 0.5123 0.2689 -1.8602 0.107
H 1.2220 -1.2827 -1.4084 0.102
H -1.5198 -0.8493 -1.3396 0.098
H -0.7433 -1.9305 -0.1934 0.100
H -1.2411 -0.5179 1.5664 0.100
H -2.0687 0.5875 0.4788 0.098
H 0.2338 1.3562 1.7976 0.102
H -0.1222 1.9328 0.1667 0.107
```

SMILES   C1CCCC1
Gap between HOMO and LUMO   12.31 eV
Energy relative to the best compared isomer or geometry (same formula, charge and spin)   0.1 kJ/mol
LUMO level   1.26 eV



(4)
Below is an isolated molecule of C5H10, with properties calculated with wB97M-V/def2-TZVPD.

XYZ file:
```
15
Properties=species:S:1:pos:R:3:lowdin_charge:R:1
C -0.4470 1.4482 -1.1061 -0.077
C -0.5383 0.3667 -0.0343 -0.373
C 0.5446 0.3158 1.0684 -0.165
C 0.5231 -1.2258 0.9848 -0.180
C -0.1986 -1.1067 -0.3771 -0.159
H -1.4178 1.6463 -1.5704 0.069
H -0.0912 2.3916 -0.6768 0.073
H 0.2507 1.1692 -1.9034 0.072
H -1.5253 0.4047 0.4405 0.131
H 1.4979 0.7351 0.7268 0.108
H 0.2884 0.7760 2.0280 0.100
H -0.1141 -1.6724 1.7549 0.101
H 1.4892 -1.7392 0.9956 0.096
H -1.0361 -1.7855 -0.5663 0.099
H 0.5037 -1.1786 -1.2161 0.105
```

SMILES   CC1CCC1
Gap between HOMO and LUMO   11.90 eV
Energy relative to the best compared isomer or geometry (same formula, charge and spin)   78.8 kJ/mol
LUMO level   1.32 eV



(5)
Below is the ion C5H10 with charge +1 at a distorted geometry, with properties calculated with wB97M-V/def2-TZVPD.

XYZ file:
```
15
Properties=species:S:1:pos:R:3:mulliken_spin:R:1
C 0.4095 -1.4764 1.6653 0.007
C -0.3088 -0.3373 0.9339 0.044
C 0.3621 -0.1112 -0.4581 0.037
C 0.0610 1.2743 -0.8726 0.289
C -0.5960 1.5601 -2.0882 0.477
H 0.1781 -2.4648 1.2645 0.000
H 1.4725 -1.2513 1.6482 -0.001
H 0.1535 -1.6161 2.7167 0.002
H -1.3550 -0.5523 0.7431 0.002
H -0.1708 0.5310 1.5834 -0.002
H -0.1593 -0.7777 -1.1445 0.003
H 1.4324 -0.2938 -0.5691 0.058
H 0.2325 2.1189 -0.2124 0.023
H -0.7793 0.8343 -2.8732 0.032
H -0.9324 2.5623 -2.3370 0.029
```

Net charge   +1
⟨S²⟩   0.752
Gap between HOMO and LUMO (spin up / spin down)   10.55 / 6.78 eV
Energy relative to the best compared isomer or geometry (same formula, charge and spin)   76.4 kJ/mol
LUMO level (spin up / spin down)   -5.38 / -9.13 eV
Spin multiplicity   2



(6)
Below is a structure of composition C5H10AuOP at a distorted geometry, with properties calculated with wB97M-V/def2-TZVPD.

XYZ file:
```
18
Properties=species:S:1:pos:R:3:mulliken_spin:R:1
C 0.6485 -1.5621 -0.9919 0.366
C 1.7649 -0.6396 -0.8990 0.056
C 2.0059 -0.3559 0.4924 0.190
C 1.0772 -1.1506 1.2744 0.103
C 0.2435 -1.8872 0.3759 0.153
Au -0.2216 0.3616 -0.2131 0.981
P -2.2440 0.8908 -1.0722 0.655
H 0.1377 -1.8755 -1.9061 -0.042
H 2.2961 -0.2080 -1.7378 -0.031
H 2.7679 0.3181 0.8925 -0.045
H -0.5805 -2.5379 0.6483 -0.066
H 1.0391 -1.1848 2.3593 -0.026
H -3.2669 -0.0141 -0.6447 0.034
H -2.1478 0.7473 -2.4882 0.013
H -2.6889 2.2215 -0.7968 -0.061
O -0.2574 2.0587 1.3654 -0.730
H 0.4009 2.1152 2.0873 0.202
H -0.9745 2.7025 1.2544 0.246
```

⟨S²⟩   2.008
Gap between HOMO and LUMO (spin up / spin down)   3.97 / 6.77 eV
Energy relative to the best compared isomer or geometry (same formula, charge and spin)   149.8 kJ/mol
LUMO level (spin up / spin down)   0.84 / -1.64 eV
Spin multiplicity   3



Number 1: total energy -70374.690 eV. Number 2: total energy -179988.540 eV. Number 3: total energy -5347.265 eV. Number 4: total energy -5346.450 eV. Number 5: total energy -5336.843 eV. Number 6: total energy -20369.409 eV.